The molecule C5H7NO, computed with ωB97M-V/def2-TZVPD.

Values from the calculation:
- Energy above the lowest of the compared OMol25 structures with the same formula, charge and spin: 424.77 kJ/mol
- M: 97.1 g/mol
- Net charge: 0
- E_HOMO: -0.3164 Eh
- Frontier orbital gap: 8.34 eV
- Multiplicity: 1

Last column: natural (NBO) charge in e.
Element x y z (Å)
C (0.41660, -1.82512, 1.12730)  -0.11
C (-1.06099, -0.34794, 0.08703)  -0.29
C (0.31074, 0.24728, -0.32422)  0.04
C (1.15185, -0.70291, 1.61650)  0.25
C (0.25885, 1.59620, -0.99423)  -0.63
N (-0.81897, -1.58672, 0.80950)  -0.33
O (0.96484, 0.38851, 0.90394)  -0.45
H (0.77720, -2.71506, 1.48768)  0.19
H (-1.90277, 0.26720, 0.55899)  0.23
H (-1.56941, -0.73373, -0.89711)  0.23
H (0.66587, -0.48453, -0.97982)  0.19
H (-0.34425, 2.24919, -0.42641)  0.22
H (-0.09940, 1.56803, -2.05059)  0.22
H (1.24984, 2.07959, -0.91855)  0.23

A structure of composition C25H23F4N4ORuS5, computed with ωB97M-V/def2-TZVPD.

Values from the calculation:
- M: 732.9 g/mol
- Net charge: +1
- E_HOMO (alpha / beta): -0.3824 / -0.3822 Eh
- Frontier orbital gap (alpha / beta): 4.71 / 4.69 eV
- Multiplicity: 1

Last column: natural (NBO) charge in e.
Element x y z (Å)
Ru (-0.11396, 0.95766, 0.38839)  0.40
C (-3.28199, 1.25626, 2.46762)  -0.64
C (-3.16270, 1.72017, 1.02355)  -0.21
N (-2.25478, 0.92098, 0.14613)  -0.38
C (-2.47486, 1.38821, -1.26181)  -0.25
C (-1.58466, 2.54277, -1.68648)  -0.61
C (-2.57957, -0.52860, 0.24526)  -0.22
C (-1.64476, -1.33703, -0.63488)  -0.25
N (-0.27523, -0.83778, -0.45295)  -0.66
C (0.75557, -1.63233, -0.95393)  0.05
C (1.95520, -1.80849, -0.24854)  0.28
F (2.10532, -1.30872, 0.98845)  -0.32
C (2.99563, -2.57188, -0.74158)  0.36
F (4.09722, -2.68811, 0.00307)  -0.30
C (2.90581, -3.22645, -1.95241)  -0.35
C (1.72567, -3.08895, -2.65226)  0.35
F (1.57646, -3.68029, -3.83728)  -0.29
C (0.68114, -2.31933, -2.17337)  0.32
F (-0.39719, -2.18496, -2.96196)  -0.32
H (-3.52392, 2.10927, 3.10108)  0.24
H (-2.36276, 0.81608, 2.84449)  0.21
H (-4.07641, 0.52133, 2.59047)  0.23
H (-2.82378, 2.75338, 0.97167)  0.21
H (-4.15269, 1.68446, 0.55843)  0.20
H (-3.52370, 1.67273, -1.36194)  0.21
H (-2.30821, 0.55130, -1.93276)  0.23
H (-1.73986, 3.44293, -1.09314)  0.22
H (-1.79027, 2.78352, -2.72958)  0.25
H (-0.51498, 2.29115, -1.64406)  0.19
H (-3.62086, -0.71973, -0.03918)  0.21
H (-2.45232, -0.81088, 1.28795)  0.21
H (-1.94836, -1.28795, -1.67932)  0.20
H (-1.72285, -2.39112, -0.35067)  0.21
H (3.71896, -3.82717, -2.33297)  0.26
O (-0.25764, 3.64845, 6.61772)  -0.47
C (-0.18064, 3.20895, 5.52083)  0.23
S (-0.22524, 4.22336, 4.03939)  0.42
C (-0.10503, 2.91958, 2.90827)  -0.39
C (0.00330, 1.61183, 3.44896)  -0.48
S (0.12924, 0.27656, 2.44852)  0.55
S (-0.00156, 1.45629, 5.17621)  0.40
S (-0.07914, 3.15561, 1.25412)  0.26
S (5.86461, 3.61338, -0.76330)  0.29
C (4.36700, 2.69296, -0.46626)  -0.12
C (3.48991, 2.40858, -1.50293)  -0.23
C (2.31916, 1.73008, -1.22287)  0.04
N (1.98128, 1.33760, 0.00952)  -0.43
C (2.85408, 1.56722, 1.00212)  0.05
C (4.04712, 2.23007, 0.80433)  -0.18
C (5.24666, 5.21063, -0.24609)  -0.15
C (5.29807, 5.59316, 1.08602)  -0.26
C (4.77887, 6.83210, 1.43383)  0.04
N (4.23984, 7.67908, 0.56083)  -0.39
C (4.22076, 7.30714, -0.71571)  0.05
C (4.70872, 6.08998, -1.17240)  -0.26
H (3.70995, 2.71404, -2.51605)  0.25
H (1.62516, 1.48004, -2.01773)  0.22
H (2.58451, 1.19201, 1.97877)  0.21
H (4.71632, 2.39400, 1.63716)  0.24
H (5.74248, 4.95084, 1.83422)  0.23
H (4.80379, 7.16016, 2.46693)  0.20
H (3.79272, 8.01655, -1.41491)  0.20
H (4.67428, 5.83832, -2.22368)  0.23

The molecule C2H5FN2O, computed with ωB97M-V/def2-TZVPD.

Values from the calculation:
- Energy above the lowest of the compared OMol25 structures with the same formula, charge and spin: 340.01 kJ/mol
- M: 92.1 g/mol
- Net charge: 0
- E_HOMO (alpha / beta): -0.2984 / -0.3955 Eh
- Frontier orbital gap (alpha / beta): 9.06 / 7.98 eV
- Multiplicity: 3

Last column: Löwdin spin population.
Element x y z (Å)
C (-0.10369, 0.56274, 0.16399)  0.01
C (0.37272, -0.82416, -0.14708)  0.02
N (2.57666, -0.05688, -0.11978)  0.68
N (3.81935, -0.41319, 0.27274)  0.81
O (1.71399, -1.07881, 0.21455)  0.34
F (4.56848, 0.67034, -0.21570)  0.14
H (0.66747, 1.21387, -0.34789)  0.00
H (-1.22188, 0.75619, -0.16230)  0.00
H (-0.10500, 0.61553, 1.33086)  0.00
H (0.35348, -0.99943, -1.18168)  0.01
H (-0.26401, -1.59735, 0.25151)  0.00

The molecule C5H3Br2NS, computed with ωB97M-V/def2-TZVPD.

Values from the calculation:
- Energy above the lowest of the compared OMol25 structures with the same formula, charge and spin: 0.00 kJ/mol
- M: 269.0 g/mol
- Net charge: 0
- E_HOMO: -0.3306 Eh
- Frontier orbital gap: 8.12 eV
- Multiplicity: 1

Last column: natural (NBO) charge in e.
Element x y z (Å)
Br (3.97445, 1.53134, -0.16802)  0.16
C (2.12455, 1.17149, -0.23521)  -0.35
C (1.41150, 0.07050, -0.33787)  0.10
Br (2.76281, -1.80512, -0.42444)  -0.12
C (0.01748, -0.21886, -0.20397)  -0.11
N (-0.55307, -1.30282, 0.27015)  -0.37
C (-1.84746, -1.14594, 0.42167)  -0.03
C (-2.37824, 0.13338, 0.09566)  -0.49
S (-1.08892, 1.09257, -0.37688)  0.49
H (1.36239, 1.97753, -0.18893)  0.24
H (-2.33245, -1.87757, 1.07870)  0.22
H (-3.45304, 0.37350, 0.06913)  0.26

A structure of composition C8H17FN2O2P, computed with ωB97M-V/def2-TZVPD.

Values from the calculation:
- Energy above the lowest of the compared OMol25 structures with the same formula, charge and spin: 23.39 kJ/mol
- M: 223.2 g/mol
- Net charge: +1
- E_HOMO: -0.4638 Eh
- Frontier orbital gap: 9.86 eV
- Multiplicity: 1

Last column: natural (NBO) charge in e.
Element x y z (Å)
C (3.14274, 0.19427, 0.01027)  0.64
C (-0.83942, 1.53698, 0.00909)  0.61
C (4.46255, 0.48955, -0.45561)  -0.72
C (-1.33153, 2.76601, 0.66121)  -0.68
C (-3.02434, -1.68650, -0.41324)  -0.43
C (2.21878, -0.53544, -1.01104)  -0.35
C (-2.07157, 0.53805, -0.23363)  -0.30
C (-1.22484, -1.23955, 1.16067)  -0.53
N (1.14884, -1.18976, -0.33922)  -0.89
N (-1.80097, -0.93640, -0.11017)  -0.43
O (2.67499, 0.28204, 1.13151)  -0.59
O (0.21860, 1.01272, 0.78172)  -0.79
F (-0.21991, 1.78227, -1.20400)  -0.35
P (0.51112, -0.50874, 1.07796)  1.83
H (4.45863, 0.66772, -1.52542)  0.25
H (4.85660, 1.34419, 0.03366)  0.26
H (4.98310, -0.54929, -0.24212)  0.28
H (-2.28362, 3.23782, 0.35127)  0.26
H (-1.66375, 2.47722, 1.68254)  0.24
H (-0.55050, 3.51674, 0.70388)  0.25
H (-3.89228, -1.66868, 0.31419)  0.19
H (-3.41418, -1.48408, -1.42810)  0.23
H (-2.71487, -2.75459, -0.39214)  0.21
H (2.84470, -1.07083, -1.77751)  0.26
H (1.94890, 0.36024, -1.52443)  0.24
H (-2.52904, 0.59788, -1.25031)  0.25
H (-2.95876, 0.85116, 0.28679)  0.20
H (-1.65901, -0.92395, 2.08829)  0.22
H (-1.23399, -2.31162, 1.20971)  0.25
H (1.27018, -2.16306, -0.31224)  0.42
H (1.02144, -0.33833, 2.26086)  -0.03

The molecule C4H9NO2, computed with ωB97M-V/def2-TZVPD.

Values from the calculation:
- Energy above the lowest of the compared OMol25 structures with the same formula, charge and spin: 106.53 kJ/mol
- M: 103.1 g/mol
- Net charge: 0
- E_HOMO: -0.3765 Eh
- Frontier orbital gap: 11.08 eV
- Multiplicity: 1

Last column: natural (NBO) charge in e.
Element x y z (Å)
H (2.27902, 0.67182, -0.35341)  0.35
N (2.00595, 0.58802, 0.61926)  -0.77
C (1.10880, -0.29319, 0.83400)  0.59
O (0.76092, -0.48755, 2.11574)  -0.67
C (0.32138, -1.13050, -0.14563)  -0.49
C (-1.10383, -0.60084, -0.38984)  -0.42
C (-1.15035, 0.82096, -0.94962)  -0.07
O (-0.86072, 1.81403, 0.01042)  -0.72
H (1.34789, 0.13801, 2.58022)  0.50
H (0.87205, -1.14719, -1.09319)  0.21
H (0.26521, -2.16071, 0.22415)  0.24
H (-1.59787, -1.27755, -1.09974)  0.21
H (-1.68178, -0.62791, 0.54064)  0.22
H (-0.48158, 0.89364, -1.82537)  0.15
H (-2.16358, 1.03635, -1.30459)  0.19
H (0.07848, 1.76262, 0.23692)  0.48

A cluster of 2 separate species, CCl4O2P in total, computed with ωB97M-V/def2-TZVPD.

Values from the calculation:
- Energy above the lowest of the compared OMol25 structures with the same formula, charge and spin: 70.83 kJ/mol
- M: 216.8 g/mol
- Net charge: -1
- E_HOMO (alpha / beta): -0.1250 / -0.1999 Eh
- Frontier orbital gap (alpha / beta): 6.67 / 4.78 eV
- Multiplicity: 3

Last column: Löwdin spin population.
Element x y z (Å)
C (0.52677, 0.72592, 0.18574)  0.59
O (-1.38718, 0.10248, -1.64220)  0.00
O (-1.77592, 0.35595, 0.99426)  0.06
P (-1.12052, -0.21470, -0.21091)  0.01
Cl (2.47948, -1.42062, -0.22458)  0.96
Cl (0.84758, 1.83173, -0.88918)  0.21
Cl (1.19635, 0.77365, 1.70698)  0.13
Cl (-0.76655, -2.15442, 0.07990)  0.05

A structure of composition C22H24BN7Re, computed with ωB97M-V/def2-TZVPD.

Values from the calculation:
- Energy above the lowest of the compared OMol25 structures with the same formula, charge and spin: 26.68 kJ/mol
- M: 583.5 g/mol
- Net charge: +2
- E_HOMO (alpha / beta): -0.5112 / -0.5143 Eh
- Frontier orbital gap (alpha / beta): 6.83 / 5.82 eV
- Multiplicity: 4

Last column: Löwdin spin population.
Element x y z (Å)
H (1.08959, 0.50223, 3.14380)  0.00
N (-0.58275, -0.19697, 1.98719)  0.07
B (-2.65316, -1.59256, 1.25886)  0.00
N (-1.67899, -1.08928, 2.34072)  0.04
C (-1.45120, -1.58160, 3.55773)  0.06
Re (-0.17108, -0.10497, 0.13513)  2.04
H (-2.16766, -2.27325, 3.97252)  0.00
C (-0.28144, -1.02066, 4.08008)  0.02
H (0.15383, -1.22634, 5.04083)  0.00
C (0.21369, -0.13096, 3.14186)  0.03
H (-3.59692, -2.15565, 1.74021)  0.00
C (1.49356, -0.29651, -3.42125)  0.00
H (2.53270, 0.03827, -3.51216)  0.00
H (0.82585, 0.54652, -3.63299)  0.00
H (1.30968, -1.11079, -4.13321)  0.00
N (-1.81585, -2.49931, 0.31085)  0.03
N (-3.05471, -0.37323, 0.40576)  0.03
N (-0.61962, -2.00057, -0.27546)  0.05
N (-2.05319, 0.29099, -0.36253)  0.04
C (-2.03054, -3.73093, -0.15273)  0.04
C (-4.25477, 0.04557, -0.00840)  0.05
H (-2.89227, -4.27133, 0.21759)  0.00
H (-5.12652, -0.33680, 0.49788)  0.00
C (-1.01661, -4.07367, -1.05463)  0.02
C (-4.09427, 0.96879, -1.03953)  0.02
C (-0.14982, -2.98044, -1.12508)  0.02
C (-2.72298, 1.10707, -1.24630)  0.02
H (-0.90863, -5.00114, -1.58811)  0.00
H (-4.86922, 1.47445, -1.58557)  0.00
H (0.74315, -2.79054, -1.70651)  0.00
H (-2.15394, 1.70188, -1.94570)  0.00
H (1.30760, -0.64920, -2.39213)  0.00
C (4.76544, 0.71473, 2.35042)  0.01
C (4.16801, -0.41907, 1.79555)  0.00
C (3.04231, -0.30042, 0.97125)  0.02
C (2.53550, 0.98191, 0.70779)  0.03
C (3.10674, 2.12558, 1.30408)  0.01
C (4.22297, 1.98683, 2.12052)  0.00
N (1.39283, 1.12906, -0.12713)  0.19
C (1.39361, 2.20445, -1.05523)  0.03
C (0.21076, 2.91516, -1.29949)  0.04
C (0.17426, 3.84305, -2.34478)  0.00
C (1.33271, 4.11797, -3.07694)  0.04
C (2.52987, 3.44574, -2.79318)  0.00
C (2.56411, 2.48253, -1.79181)  0.03
H (5.65867, 0.60946, 2.96777)  0.00
H (4.57399, -1.41095, 1.99360)  0.00
H (2.55662, -1.17262, 0.51570)  0.01
H (2.65213, 3.09949, 1.11287)  0.00
H (4.67204, 2.86945, 2.57168)  0.00
H (-0.65825, 2.73319, -0.65423)  0.01
H (-0.76020, 4.35815, -2.56937)  0.00
H (1.30796, 4.86545, -3.87088)  0.00
H (3.43694, 3.67407, -3.35147)  0.00
H (3.46981, 1.91205, -1.57325)  0.00

| no. | F_max (Eh/bohr) |
| --- | --- |
| 1 | 0.0777 |
| 2 | 0.0298 |
| 3 | 0.1056 |
| 4 | 0.0988 |
| 5 | 0.0820 |
| 6 | 0.0083 |
| 7 | 0.0949 |
| 8 | 0.0930 |